Record 1
Molecular formula: AgCl4
Method: DFT, the ωB97M-V functional and the def2-TZVPD basis

Geometry as XYZ:
```
5
Properties=species:S:1:pos:R:3:forces:R:3
Ag 4.283 5.760 2.806 -0.8 0.0 0.7
Cl 4.910 6.160 5.711 0.4 0.1 0.0
Cl 1.637 5.460 3.405 -0.4 0.0 -0.1
Cl 4.392 2.808 2.725 0.4 0.0 -0.3
Cl 3.797 8.425 1.904 0.4 -0.1 -0.3
```
Positions in Å, forces in eV/Å.

For the energy above the lowest of the compared OMol25 structures with the same formula, charge and spin, the calculation gives 0.874 eV. For the maximum force, the calculation gives 1.09 eV/Å. For the HOMO-LUMO gap, the calculation gives 6.70 eV. As for the charge: -3.

Record 2
Molecular formula: C18H17N2O6Rh
Method: DFT, the ωB97M-V functional and the def2-TZVPD basis

Geometry as XYZ:
```
44
Properties=species:S:1:pos:R:3:forces:R:3
Rh -0.012 0.542 -1.603 1.5 1.2 0.3
O -3.365 -2.123 1.672 -0.2 -0.1 0.2
C -3.693 -0.840 1.890 0.2 0.1 -0.2
C -4.708 -0.576 2.807 -0.1 -0.1 0.1
C -5.073 0.721 3.097 0.1 0.0 -0.1
C -4.439 1.795 2.472 0.0 0.1 0.0
C -3.446 1.551 1.553 0.0 -0.1 0.0
C -3.056 0.238 1.243 -0.1 -0.1 0.2
C -1.973 0.048 0.288 0.1 0.8 -0.3
O -1.388 1.076 -0.225 -0.8 -0.5 0.6
N -1.559 -1.186 -0.023 0.2 -0.5 0.2
N -0.677 -1.210 -1.008 -0.7 -0.4 -0.1
C 0.154 -2.321 -1.044 0.1 -0.4 0.2
C 1.215 -2.457 -1.915 -0.2 0.6 -0.4
C 2.089 -3.581 -1.803 0.2 -0.2 0.0
C 3.170 -3.725 -2.617 -0.1 -0.1 0.2
C 3.453 -2.755 -3.603 -0.1 0.2 -0.1
C 2.649 -1.648 -3.745 0.2 0.0 -0.1
C 1.526 -1.459 -2.932 -0.1 -0.4 0.3
O 0.769 -0.401 -3.104 0.2 -0.2 -0.4
H -2.634 -2.162 1.026 0.0 0.0 0.0
H -5.197 -1.416 3.282 0.0 0.0 0.0
H -5.861 0.905 3.816 0.0 0.0 0.0
H -4.722 2.812 2.706 0.0 0.0 0.0
H -2.950 2.364 1.042 0.0 0.0 0.0
H -0.007 -3.056 -0.264 0.0 0.1 0.1
H 1.872 -4.320 -1.042 0.0 0.0 0.0
H 3.823 -4.580 -2.503 0.0 0.0 0.0
H 4.306 -2.883 -4.256 0.0 0.0 0.0
H 2.851 -0.904 -4.504 0.0 0.0 0.0
C 3.355 2.030 0.488 -0.1 -0.1 0.1
C 1.834 2.037 0.520 0.0 0.7 -0.3
C 1.280 2.577 1.828 0.0 -0.2 0.0
O 1.390 0.668 0.335 -0.1 -0.1 -0.4
C 1.336 2.977 -0.641 0.6 -0.3 0.8
O 1.640 4.148 -0.548 -0.2 -0.2 -0.2
O 0.682 2.437 -1.614 -0.4 0.1 -0.6
H 3.738 1.450 1.330 0.0 0.0 0.0
H 3.722 3.052 0.549 0.0 0.0 0.0
H 3.706 1.575 -0.439 0.0 0.0 0.0
H 1.656 1.986 2.669 0.0 0.0 0.0
H 0.187 2.542 1.816 0.0 0.0 0.0
H 1.587 3.611 1.960 0.0 0.0 0.0
H 0.771 0.461 1.044 0.0 0.0 0.1
```
Positions in Å, forces in eV/Å.

For the energy above the lowest of the compared OMol25 structures with the same formula, charge and spin, the calculation gives 0.472 eV. Its spin multiplicity is 5. For the maximum force, the calculation gives 1.92 eV/Å. For the HOMO-LUMO gap (spin up / spin down), the calculation gives 5.99 / 5.97 eV. As for the charge: 0.

Record 3
Molecular formula: C6H8INO
Method: DFT, the ωB97M-V functional and the def2-TZVPD basis

Geometry as XYZ:
```
17
Properties=species:S:1:pos:R:3:forces:R:3
C -0.449 -0.081 -0.015 0.3 -0.4 0.4
C -0.037 1.056 0.726 0.0 -0.6 0.1
C -0.029 -1.141 0.738 -0.3 0.6 -0.5
C -0.213 2.486 0.373 0.0 0.0 0.1
C -0.089 -2.609 0.543 0.1 0.1 0.1
C 2.956 -0.344 -1.730 -0.2 -0.4 -0.1
N 0.566 0.681 1.825 0.1 1.3 0.2
O 0.571 -0.673 1.845 -0.2 -0.9 -0.2
I 3.500 -0.003 0.197 0.1 0.2 -0.3
H 0.261 3.107 1.127 0.0 0.1 0.0
H 0.233 2.687 -0.600 0.0 0.1 0.0
H -1.273 2.730 0.316 0.0 0.1 0.0
H 0.338 -3.101 1.413 0.0 -0.1 0.0
H -1.116 -2.940 0.410 0.0 0.0 0.0
H 0.481 -2.888 -0.342 0.0 0.0 0.0
H 3.303 0.521 -2.325 0.1 0.2 0.4
H -0.952 -0.100 -0.960 -0.1 -0.1 -0.2
```
Positions in Å, forces in eV/Å.

For the energy above the lowest of the compared OMol25 structures with the same formula, charge and spin, the calculation gives 3.698 eV. For the maximum force, the calculation gives 1.32 eV/Å. For the HOMO-LUMO gap, the calculation gives 7.57 eV. As for the charge: 0.

Record 4
Molecular formula: C5H10O2
Method: DFT, the ωB97M-V functional and the def2-TZVPD basis

Geometry as XYZ:
```
17
Properties=species:S:1:pos:R:3:forces:R:3
C 0.845 -0.527 -1.825 0.0 -0.1 0.0
C -0.121 -1.024 -0.709 -0.2 -0.3 -0.1
C 0.713 0.801 0.423 0.0 0.4 -0.2
O 0.350 1.824 -0.099 0.3 -0.3 0.3
C -0.167 -0.378 0.737 0.0 0.0 -0.3
C -1.603 -0.106 1.204 -0.1 0.1 -0.4
O -2.520 0.138 0.462 0.4 -0.1 0.3
H 0.660 -1.161 -2.699 0.0 0.1 0.1
H 0.666 0.508 -2.137 -0.1 -0.3 0.2
H 1.915 -0.620 -1.599 -0.3 0.0 0.1
H -1.132 -0.866 -1.092 0.1 -0.2 0.0
H 0.067 -2.087 -0.562 -0.2 -0.1 -0.1
H 1.787 0.544 0.536 0.0 0.3 0.1
H -0.401 2.234 1.845 -0.2 0.1 0.4
H -0.430 1.897 2.505 -0.1 0.2 0.2
H 0.299 -1.004 1.516 0.1 0.1 -0.4
H -1.787 -0.192 2.302 0.2 0.1 -0.3
```
Positions in Å, forces in eV/Å.

For the energy above the lowest of the compared OMol25 structures with the same formula, charge and spin, the calculation gives 3.289 eV. Its SMILES is CCC(C=O)C=O.[H][H]. For the maximum force, the calculation gives 0.53 eV/Å. For the HOMO-LUMO gap, the calculation gives 10.68 eV. As for the charge: 0.

Record 5
Molecular formula: C30H76F12N6O5P2
Method: DFT, the ωB97M-V functional and the def2-TZVPD basis

Geometry as XYZ:
```
131
Properties=species:S:1:pos:R:3:forces:R:3
C 2.520 1.037 4.546 -0.1 0.2 0.2
C 3.557 1.403 5.571 -1.1 0.4 -0.4
O 3.527 1.075 6.693 0.4 -0.3 0.7
N 4.703 2.308 5.152 1.0 -0.6 -0.4
H 4.856 2.211 4.149 -0.2 0.2 -0.1
H 4.508 3.300 5.324 -0.2 -0.1 0.2
C 6.032 1.923 5.810 -0.8 1.0 0.4
H 1.578 1.131 5.087 -0.1 -0.4 -0.1
H 2.696 -0.009 4.290 -0.3 0.0 -0.1
H 2.404 1.639 3.646 0.5 0.1 0.0
H 5.878 1.906 6.886 -0.1 0.0 0.0
H 6.656 2.776 5.553 0.6 -0.5 0.0
H 6.323 0.939 5.462 0.2 0.2 -0.2
C -6.513 1.341 4.259 0.3 -0.5 1.7
C -5.338 0.454 3.939 -0.6 0.1 -1.2
O -5.336 -0.715 3.781 0.1 -0.4 0.3
N -3.993 1.131 3.676 0.8 0.7 0.1
H -3.430 0.637 2.961 -0.8 -0.2 0.3
H -4.128 2.053 3.250 -0.3 0.2 0.2
C -3.133 1.224 4.916 -1.1 -0.3 -0.2
H -6.191 2.185 4.871 0.0 0.4 -0.6
H -7.141 0.782 4.958 0.1 -0.3 -0.2
H -7.171 1.602 3.435 0.5 0.2 -0.4
H -3.686 1.794 5.658 0.1 0.0 0.1
H -2.188 1.695 4.681 0.0 0.0 -0.1
H -3.017 0.194 5.241 0.3 0.1 0.2
C 5.530 1.256 -2.134 -0.4 0.3 0.3
C 4.923 0.024 -1.524 1.3 0.3 -1.5
O 5.135 -1.064 -1.915 -0.6 -0.7 0.4
N 4.101 0.190 -0.251 -0.1 -0.1 -1.1
H 4.597 -0.395 0.423 0.0 0.4 0.3
H 4.122 1.185 -0.035 -0.2 -0.1 0.5
C 2.704 -0.379 -0.397 0.0 -1.0 1.0
H 5.718 1.102 -3.195 -0.1 -0.3 0.0
H 6.513 1.398 -1.676 -0.1 0.1 0.1
H 4.922 2.156 -2.023 0.1 0.0 0.2
H 2.215 -0.232 -1.355 0.3 0.7 0.0
H 2.131 -0.047 0.467 -0.3 0.2 -0.3
H 2.834 -1.455 -0.296 0.0 0.0 -0.1
C 1.857 -6.255 4.033 0.7 0.9 0.0
N 1.647 -4.774 3.733 -0.2 -0.1 -0.3
C 0.678 -4.165 4.700 -0.6 -0.3 -0.7
C 2.991 -4.107 3.867 -0.4 -1.2 -0.4
C 1.192 -4.589 2.276 0.6 0.0 0.3
C -0.305 -4.781 2.077 0.6 -0.5 -0.1
O -0.725 -5.986 2.683 -0.3 0.2 0.7
H 2.348 -6.248 5.003 -0.2 -0.5 0.1
H 2.570 -6.592 3.284 0.0 -0.2 0.1
H 0.941 -6.827 3.985 -0.1 0.3 0.2
H -0.300 -4.561 4.434 0.0 -0.2 0.5
H 0.605 -3.092 4.526 0.4 0.1 0.2
H 0.962 -4.462 5.704 0.0 0.3 0.1
H 2.895 -3.061 3.598 0.1 0.0 0.1
H 3.615 -4.671 3.174 0.3 0.5 -0.1
H 3.389 -4.282 4.863 -0.2 0.3 0.1
H 1.772 -5.299 1.686 0.1 0.0 0.1
H 1.537 -3.584 2.036 -0.4 0.1 -0.3
H -0.552 -4.857 1.018 0.2 0.7 -0.1
H -0.759 -3.911 2.547 -0.7 -0.3 -0.2
H -0.588 -6.753 2.118 -0.1 0.2 -0.2
C -1.391 6.403 -0.766 -1.0 -0.3 0.1
N -0.626 5.169 -1.158 0.9 -0.7 1.2
C -1.147 4.551 -2.406 0.1 1.1 -0.8
C 0.835 5.544 -1.294 -1.6 0.4 -0.7
C -0.820 4.089 -0.055 -0.7 0.7 -1.3
C -0.377 4.466 1.320 -0.3 0.3 0.5
O -1.228 5.361 1.995 0.1 -0.2 0.0
H -0.898 6.878 0.076 0.2 0.2 -0.3
H -2.379 6.126 -0.392 0.1 -0.3 -0.1
H -1.596 7.034 -1.628 0.6 0.1 0.0
H -0.975 5.256 -3.223 0.1 0.0 0.0
H -2.228 4.431 -2.364 0.1 -0.4 0.4
H -0.590 3.647 -2.637 -0.2 -0.2 0.2
H 1.391 4.671 -1.620 0.2 0.0 0.2
H 1.135 6.007 -0.363 0.4 -0.2 0.0
H 0.820 6.314 -2.064 0.5 0.0 -0.1
H -0.312 3.166 -0.339 0.0 0.1 -0.4
H -1.897 3.986 -0.189 0.0 -0.7 0.8
H 0.596 4.959 1.274 0.1 -0.1 0.1
H -0.236 3.519 1.853 -0.1 0.0 0.2
H -2.089 4.944 2.149 0.1 0.0 -0.1
C -2.493 0.625 -2.238 0.1 -0.1 0.0
C -2.219 0.368 -3.730 -0.1 0.3 1.2
C -1.371 -0.866 -3.939 0.9 -0.8 0.0
C -1.004 -1.052 -5.422 -1.5 -1.1 0.3
N -0.514 -2.444 -5.796 1.3 0.4 -0.8
C -1.438 -3.576 -5.374 0.9 0.3 -0.3
C -2.621 -3.415 -6.292 -1.1 0.7 -0.1
C -2.053 -2.882 -7.604 1.5 -0.8 -1.4
C -0.565 -2.607 -7.327 -0.8 0.6 1.2
C 0.913 -2.606 -5.368 0.3 -0.4 1.0
C 1.988 -1.787 -6.105 -0.7 -0.7 0.3
C 3.357 -2.089 -5.497 0.4 0.8 0.0
H -3.179 1.465 -2.147 0.1 0.1 0.3
H -1.570 0.802 -1.675 0.0 0.3 -0.1
H -2.947 -0.218 -1.713 -0.2 -0.1 -0.3
H -1.733 1.269 -4.114 0.0 -0.1 -0.3
H -3.196 0.269 -4.205 0.1 -0.1 -0.3
H -1.861 -1.732 -3.485 -0.6 0.0 -0.6
H -0.466 -0.896 -3.316 0.2 0.8 -0.1
H -0.322 -0.290 -5.785 0.2 -0.2 -0.1
H -1.930 -0.996 -5.994 0.0 0.5 0.0
H -0.871 -4.459 -5.675 -0.1 -0.1 0.3
H -1.574 -3.566 -4.299 -0.2 0.0 0.0
H -3.181 -4.338 -6.418 0.1 0.0 0.1
H -3.329 -2.654 -5.957 0.0 -0.3 0.5
H -1.989 -3.657 -8.373 -0.5 0.0 0.0
H -2.539 -2.043 -8.094 -0.3 0.1 0.5
H 0.021 -3.500 -7.531 0.3 0.2 -0.2
H -0.153 -1.689 -7.733 0.0 -0.2 -0.4
H 1.182 -3.665 -5.402 -0.2 -0.1 -0.3
H 0.935 -2.375 -4.299 0.0 0.2 0.0
H 1.738 -0.730 -6.026 0.2 0.1 -0.2
H 1.988 -2.100 -7.147 0.1 0.3 -0.1
H 3.337 -2.208 -4.411 -0.2 -0.3 0.0
H 4.008 -1.226 -5.656 0.0 -0.1 -0.2
H 3.867 -2.923 -5.973 -0.2 -0.2 0.2
P -0.868 -0.331 1.999 2.0 -0.9 0.5
F -2.140 0.612 1.785 0.7 0.0 -0.1
F 0.199 0.784 1.420 -0.6 0.8 -0.8
F -0.490 0.276 3.462 -0.8 0.4 0.2
F 0.515 -1.254 2.169 0.0 -0.9 0.2
F -1.752 -1.458 2.737 0.2 0.3 -0.7
F -1.009 -0.975 0.530 -0.5 0.2 0.4
P -4.827 3.271 0.962 -3.0 -0.2 -2.5
F -4.866 1.629 1.049 -0.1 0.2 0.7
F -5.419 3.393 2.465 1.2 -0.1 0.5
F -3.295 3.163 1.457 0.7 0.6 0.8
F -4.739 4.887 0.828 0.7 -0.7 0.3
F -4.346 3.073 -0.594 0.6 0.6 0.3
F -6.351 3.302 0.454 0.4 -0.1 0.0
```
Positions in Å, forces in eV/Å.

For the maximum force, the calculation gives 3.88 eV/Å. For the HOMO-LUMO gap, the calculation gives 7.95 eV. As for the charge: +4.

Record 6
Molecular formula: C11H13N7O4Pt
Method: DFT, the ωB97M-V functional and the def2-TZVPD basis

Geometry as XYZ:
```
36
Properties=species:S:1:pos:R:3:forces:R:3
Pt -1.419 0.069 -0.118 0.0 0.1 0.1
N -2.993 -0.229 1.224 0.1 -0.1 -0.1
N -3.072 0.479 2.444 -0.1 0.2 0.0
C -1.964 0.760 3.205 0.1 0.0 0.0
N -2.246 1.399 4.351 0.0 0.0 0.0
N -0.813 0.359 2.737 0.0 -0.1 0.0
N 0.339 0.727 3.393 0.0 0.1 0.0
O 1.361 0.404 2.842 0.0 0.0 0.0
O 0.314 1.337 4.468 0.0 0.0 0.0
H -3.833 0.017 0.710 0.0 -0.1 -0.1
H -2.950 -1.242 1.383 0.0 0.0 0.1
H -3.917 0.305 2.966 0.0 0.0 0.0
H -3.130 1.863 4.456 0.0 0.0 -0.1
H -1.444 1.686 4.896 0.0 0.0 0.0
N -1.328 -2.809 0.811 0.2 0.0 -0.1
C -0.843 -1.849 0.173 -0.5 0.0 -0.1
H -0.865 -3.704 0.658 0.0 0.0 0.1
O 0.359 -2.196 -0.713 0.2 0.0 -0.1
C 0.766 -1.164 -1.366 0.0 -0.2 0.1
N 0.143 -0.006 -1.363 0.2 0.2 0.1
C 0.948 0.942 -2.073 -0.1 -0.1 -0.1
O 0.697 2.098 -2.216 0.0 0.0 0.0
C 2.140 0.180 -2.582 0.0 0.0 0.0
C 3.224 0.591 -3.319 0.0 0.0 0.0
C 4.189 -0.371 -3.623 0.0 0.0 0.0
C 4.056 -1.686 -3.193 0.0 0.0 0.0
C 2.955 -2.092 -2.440 0.0 0.0 0.0
C 2.012 -1.131 -2.151 0.0 0.0 0.0
H 3.321 1.618 -3.645 0.0 0.0 0.0
H 5.060 -0.089 -4.198 0.0 0.0 0.0
H 4.823 -2.406 -3.445 0.0 0.0 0.0
H 2.848 -3.112 -2.097 0.0 0.0 0.0
C -2.081 2.030 -0.485 -0.1 -0.2 -0.1
H -1.823 2.348 -1.496 -0.1 0.1 0.0
H -1.659 2.776 0.198 0.1 -0.1 0.1
H -3.174 2.097 -0.390 0.0 0.1 0.0
```
Positions in Å, forces in eV/Å.

For the energy above the lowest of the compared OMol25 structures with the same formula, charge and spin, the calculation gives 0.621 eV. For the maximum force, the calculation gives 0.55 eV/Å. For the HOMO-LUMO gap, the calculation gives 7.52 eV. As for the charge: 0.